This record from the Open Molecules 2025 dataset describes 11 unconnected molecules or ions with the total composition C30H89Cl2O38P9 at a distorted geometry. The level of theory is ωB97M-V with the def2-TZVPD basis set.

The largest force on an atom comes out at 2.6 eV/Å. The LUMO energy comes out at 0.147 eV. Its SMILES is COP(=O)(OC)OC.COP(=O)(OC)OC.COP(=O)(OC)OC.COP(=O)(OC)OC.COP(=O)(OC)OC.COP(=O)(OC)OC.COP(=O)(OC)OC.COP(=O)(OC)OC.COP(=O)(OC)OC.ClCCl.OCCO. For the frontier orbital gap, the calculation gives 0.37252 Eh. Its energy is -219022.761 eV.

XYZ file:
```
168
Properties=species:S:1:pos:R:3:lowdin_charge:R:1
H 2.9034 22.1612 4.4013 0.10
H -5.0060 13.1133 4.1142 0.09
C -3.7205 17.9011 6.6115 -1.01
H 0.4516 20.4739 7.1950 0.09
O 2.1171 22.3859 11.1100 -0.19
H 1.8967 27.5135 9.8719 0.10
H 2.4450 18.1379 5.6697 0.08
C -2.7101 21.9094 9.5099 -0.07
H -0.0754 22.9193 7.4410 0.07
H -2.3762 24.3649 1.9447 0.09
Cl -4.7504 16.6906 5.8098 0.57
H 3.0414 18.9121 4.1875 0.08
H -8.3865 13.2301 10.2608 0.09
O 1.7598 22.2476 13.6555 -0.21
O 1.8038 24.5383 12.4761 -0.25
C -7.6406 13.7672 10.8457 -0.09
H -3.5535 21.3915 9.0505 0.08
O -0.8619 24.5447 8.3826 -0.23
C -7.6118 15.5088 7.6176 -0.11
H -6.7026 15.0500 7.2257 0.05
O -1.5792 13.7297 5.9369 -0.22
H 2.1508 25.3276 14.4149 0.09
C 0.2077 18.5993 8.1098 -0.24
H 2.7466 26.1033 10.5152 0.08
P -2.4450 12.4545 6.4690 0.42
H -2.7225 17.8400 6.1847 0.01
O -1.2490 18.9720 11.6062 -0.19
C 2.1816 26.4813 9.6621 -0.12
H -1.0764 14.3282 7.9350 0.07
H 7.2276 18.9952 5.5394 0.09
O -0.9861 23.9509 3.3867 -0.20
O -1.9219 21.0412 10.3186 -0.22
H 1.1175 23.5218 9.6662 0.06
O -0.8791 18.1388 1.4645 -0.25
C 4.8600 12.4998 9.8236 -0.10
C -2.3350 23.9856 2.9675 -0.11
O -5.9874 16.5200 10.9972 -0.22
O -3.5706 19.9420 11.8683 -0.20
H 1.2907 16.6537 1.2390 0.09
O 0.2424 21.9919 2.1883 -0.19
H -2.9824 24.6443 3.5453 0.09
H 0.3854 24.4586 6.7542 0.09
C -1.0538 25.2791 11.2427 -0.09
C 1.8863 22.7575 9.7863 -0.10
H -3.6336 14.1283 4.4097 0.06
H 1.2905 26.3854 13.2531 0.09
H -0.9722 15.5704 6.6370 0.08
H -3.1005 16.2952 9.6204 0.07
H 0.1718 14.3238 6.6325 0.06
H 3.1806 16.7996 8.5543 0.09
O 1.2148 25.5372 9.3401 -0.26
O -4.8284 15.6406 8.8720 -0.25
P 1.2829 23.0106 12.3070 0.44
H 1.9796 15.9866 9.3563 0.09
O 5.1066 18.0430 2.8818 -0.24
O 4.5618 18.0440 5.3834 -0.24
H 4.9650 15.7919 6.3061 0.07
Cl -4.3241 19.5392 6.4482 0.55
O -0.3018 27.0111 7.7874 -0.23
C -0.8750 14.5117 6.8823 -0.11
O 6.7948 17.2062 4.6195 -0.20
O -0.4018 15.9714 0.1976 -0.20
H -1.0412 22.0043 0.5602 0.09
P -1.4227 17.2020 0.2612 0.41
H 1.6175 20.9581 4.5712 0.07
P -0.2589 25.9575 8.8470 0.42
O 3.4637 14.7264 8.5427 -0.24
H -3.1408 22.6995 10.1250 0.10
H -8.1206 14.6653 11.2373 0.09
H 3.8240 14.5275 5.5712 0.08
C -3.9739 13.0923 4.4564 -0.10
H -0.1717 9.9575 5.3150 0.09
H -3.6627 14.7737 10.4086 0.10
O -0.9319 17.9997 -1.0499 -0.22
C -0.6407 21.3040 1.2933 -0.09
H 5.6181 14.4307 5.5138 0.09
H 3.2875 22.7615 15.0176 0.09
O -3.8832 12.6348 5.8067 -0.21
H 0.5360 19.0837 9.0350 0.11
O -0.1795 22.9378 12.0977 -0.24
H 1.5378 15.3417 -0.0039 0.09
H 1.2866 16.9855 -0.4698 0.08
C -3.5827 15.3290 9.4739 -0.08
H -1.9636 17.0549 2.8496 0.09
P -2.4416 19.5861 10.7858 0.44
H -2.5196 19.3797 -0.8325 0.09
O -1.0617 21.5711 4.4381 -0.24
O -7.2908 16.2445 8.8083 -0.20
C -0.4532 23.9105 7.1874 -0.10
C -1.6153 19.2020 -1.4164 -0.10
H -0.8071 24.3043 10.8222 0.04
H -2.8092 23.0030 2.9517 0.08
O 1.8802 13.1812 9.7026 -0.22
H -3.2901 12.5032 3.8456 0.09
H 1.9683 15.9161 7.5761 0.08
H 4.7927 13.4963 10.2544 0.09
H 7.6943 18.9248 3.8443 0.09
H 0.4155 19.7886 12.5010 0.08
H -1.2672 23.8811 6.4655 0.10
H -3.4438 18.1110 12.7626 0.09
C 3.2668 18.7015 5.2340 -0.06
O 4.7640 15.8374 4.2611 -0.21
C 3.1302 22.2992 14.0465 -0.11
P 5.3119 17.3376 4.1625 0.35
H -0.6372 17.9837 3.4740 0.08
O 3.9735 12.2169 8.7335 -0.20
C 4.7502 15.0915 5.4989 -0.07
H -1.0075 20.1055 -1.3963 0.08
H -5.1039 18.6651 12.4868 0.08
C -0.4412 10.8843 5.8152 -0.09
H -4.0637 19.3215 13.7905 0.09
H -1.5162 18.0287 8.7987 0.01
O -1.0125 26.2529 10.1974 -0.18
C -0.5981 19.4529 12.7287 -0.11
H -0.4545 18.6458 13.4484 0.10
C 1.9341 21.9609 4.8574 -0.10
H 0.7509 11.8410 10.6843 0.09
C 7.6428 18.3468 4.7671 -0.08
C -1.4561 18.0156 2.7548 -0.09
C 2.5987 15.8819 8.4627 -0.09
P 2.8176 13.2534 8.3813 0.43
H -0.1791 10.8242 6.8732 0.07
H 4.7647 11.7151 10.5741 0.09
H 3.4248 21.2472 14.0204 0.09
O 1.0930 22.9937 4.3278 -0.21
H -2.0848 25.1703 11.5798 0.10
H -1.9519 19.0220 -2.4375 0.09
H -0.4374 25.4911 12.1143 0.06
O -2.8735 18.7242 9.6749 -0.22
H -0.1426 13.0487 9.8579 0.08
C 0.9947 16.2423 0.2748 -0.10
O -6.4856 14.1562 10.1027 -0.23
H 8.6488 18.0430 5.0468 0.09
C -4.0984 18.9865 12.7531 -0.10
H 5.8821 12.3591 9.4685 0.09
O -1.8041 11.2316 5.6821 -0.22
H -1.5264 20.9095 1.7958 0.08
H 0.5652 11.7467 8.8725 0.07
C -0.2827 19.6600 7.1773 -0.23
H -3.7586 17.6318 7.6635 -0.01
P -6.1520 15.7039 9.8002 0.40
O -2.4644 12.2279 7.9319 -0.24
O -0.7441 17.5889 8.4051 -0.08
H -7.2536 13.1457 11.6513 0.09
H 2.7864 23.2042 9.3600 0.10
H 2.0089 22.0338 5.9418 0.08
H 3.8387 22.6651 13.3005 0.09
O -2.8594 16.9045 0.2906 -0.22
H 1.1310 18.2055 7.6803 0.09
H 0.4737 24.9792 14.0090 0.09
O -0.3884 19.2241 5.8136 -0.10
H -1.0991 20.2983 13.2020 0.10
H -3.0396 14.7027 8.7679 0.06
H -2.1225 18.8578 2.9355 0.09
H 0.1578 11.7145 5.4358 0.08
H 2.8668 26.5652 8.8152 0.09
C 1.4129 25.3676 13.6150 -0.07
H -7.9773 16.1747 6.8386 0.09
H -0.1357 20.4399 0.8696 0.08
C 0.7164 12.3860 9.7401 -0.10
P -0.2684 22.5263 3.6129 0.45
H -1.2263 20.1389 7.4503 0.11
O 2.1671 13.0138 7.0774 -0.23
H -8.3167 14.6895 7.7608 0.08
H 1.6492 21.8355 9.2551 0.09
H -0.7936 19.9179 5.2812 0.02
H 3.3882 19.7047 5.6410 0.08
H -2.0420 22.3076 8.7487 0.07
```



This record from the Open Molecules 2025 dataset describes 15 unconnected molecules or ions with the total composition C30H90O15 at a distorted geometry. The level of theory is ωB97M-V with the def2-TZVPD basis set.

The largest force on an atom comes out at 1.3 eV/Å. The LUMO energy comes out at 0.307 eV. For the frontier orbital gap, the calculation gives 0.34419 Eh. Its energy is -63280.160 eV. For the energy relative to the best compared isomer or geometry (same formula, charge and spin), the calculation gives 303.7 kJ/mol.

XYZ file:
```
135
Properties=species:S:1:pos:R:3:lowdin_charge:R:1
H -4.5912 29.5367 11.2361 0.07
H -2.4069 31.9013 5.0856 0.08
O -5.5799 20.2195 6.5161 -0.10
O -0.3429 28.5601 8.4604 -0.11
H -5.5876 31.6138 2.6550 0.08
H -4.8580 18.8902 5.0792 0.11
H -0.0457 29.5328 6.6983 0.11
H -2.5797 27.4908 -1.3330 0.08
H -4.2366 28.0296 -1.8050 0.08
H -7.2114 25.4923 8.5308 0.09
C -7.1762 25.9796 1.3556 -0.08
C -8.4227 22.7633 4.9074 -0.30
H -3.7580 32.6645 8.2566 0.07
H -3.9037 24.1363 3.7681 0.05
H -0.9418 30.9283 4.8962 0.07
O -5.2817 31.7184 6.2841 -0.10
H -1.7462 29.2370 7.0897 0.09
C -3.6265 23.4763 1.0834 -0.31
C -1.9625 31.0779 4.5282 -0.09
H -4.7989 28.4985 0.5226 0.09
H -3.4521 28.0495 8.3514 0.06
C -2.2309 23.3394 1.6347 -0.08
H -5.5385 30.6007 1.1805 0.06
H -6.9818 24.4179 4.6798 0.06
C -3.7493 28.2604 0.3001 -0.29
H -1.5673 30.7761 9.0398 0.06
H -6.4555 28.9435 4.7857 0.05
H -5.3707 19.6839 7.2871 0.09
H -2.5114 28.9735 10.4658 0.10
C -4.9348 30.9990 7.4623 -0.33
H -7.8149 27.7287 7.6306 0.12
H -3.9789 26.5230 -0.9141 0.05
H -1.2027 31.6684 7.5695 0.06
C -7.1128 25.7150 7.4661 -0.08
H -7.7117 21.9617 5.1496 0.10
C -0.7748 29.5227 7.5223 -0.34
H -7.0567 30.9140 2.0249 0.08
C 0.9140 24.6197 8.8997 -0.08
H -0.4132 27.6578 8.0730 0.04
O -4.6035 23.4654 2.1136 -0.12
H -7.2802 27.0057 0.9960 0.08
C -0.8598 30.8602 8.2130 -0.08
H -1.2243 32.2582 2.8937 0.11
H 0.7554 22.4293 6.7050 0.07
H -3.7482 26.6037 6.4396 0.06
O -3.5312 24.6393 4.5320 -0.12
H -2.1340 22.3740 2.1260 0.08
H -5.4444 32.6083 8.7911 0.08
H -2.8506 31.5873 2.6189 0.10
H 1.5769 23.3573 5.3643 0.08
H -8.8150 23.1184 5.8661 0.11
C -7.0993 25.0496 0.1514 -0.25
C 1.2452 25.6924 7.8604 -0.28
H -7.1711 23.3515 3.2996 0.06
H -5.7978 30.4181 7.8191 0.11
H -3.9223 27.8953 5.2290 0.07
H -4.1994 21.7818 8.7653 0.10
C -4.6548 19.9009 5.4563 -0.29
H -4.8773 23.1657 9.5720 0.11
H -3.0868 27.6277 11.3802 0.11
H -8.4159 24.5298 3.6720 0.07
H -10.1719 21.8563 4.6057 0.07
H -7.6881 27.1762 5.3206 0.10
H 0.2031 23.9172 8.4591 0.05
H -6.2166 25.2145 -0.4631 0.10
C -6.9718 27.2009 7.1779 -0.27
H -4.6453 29.3349 3.1155 0.10
O -1.0416 24.0846 5.7078 -0.13
O -4.6015 28.8335 10.5869 -0.09
H -7.8442 23.3094 0.8005 0.10
H -8.0974 25.7362 1.8877 0.06
H -6.0397 27.5736 7.5977 0.10
H -0.2749 25.4078 6.6641 0.06
H 0.4352 25.0923 9.7569 0.07
O -6.2254 29.8049 4.3690 -0.10
O -6.8736 27.4405 5.7664 -0.11
C -3.6256 27.5516 -1.0417 -0.07
H -2.4078 26.9266 5.3893 0.09
H -3.7449 24.3339 0.4059 0.10
C -3.4701 23.6976 7.9987 -0.07
H 1.7846 24.0269 9.1866 0.07
C -7.7090 23.8280 4.1249 -0.08
H 1.1957 21.6621 5.1803 0.08
H -3.4145 27.6010 1.1007 0.11
C -4.5453 22.8130 8.5911 -0.30
H -1.8924 29.9332 1.6789 0.03
H 0.1300 31.1363 8.5835 0.08
H -1.9444 24.2648 5.3401 0.06
H -3.8595 24.7160 7.9261 0.05
H -6.3576 25.8031 2.0469 0.06
H -3.6053 26.3778 3.3909 0.11
C -5.9896 30.7248 2.1670 -0.07
O -6.9716 23.6590 0.5860 -0.11
H -5.4791 23.5226 1.6591 0.05
H -3.1203 23.3598 7.0312 0.05
O -5.7029 22.7881 7.7438 -0.11
C -3.5016 26.9085 5.4191 -0.06
H -6.0867 28.5720 2.6202 0.09
H -6.2700 25.1314 7.0922 0.05
O -2.9913 29.4701 0.3387 -0.09
H -4.1963 20.5698 3.4937 0.08
O -9.4515 22.2043 4.0852 -0.08
H -4.3156 31.5028 9.4766 0.06
H -5.6218 22.0196 7.1462 0.04
H -4.1293 26.6961 9.2508 0.07
C -3.2948 27.4041 9.2180 -0.09
H -3.8119 22.6089 0.4282 0.12
C -3.3094 28.2136 10.4728 -0.31
H -4.3496 21.8859 4.6516 0.07
H -8.0147 25.3291 6.9741 0.07
C -0.4981 22.9488 5.0334 -0.29
H -2.4710 30.1281 4.6985 0.06
C -4.5717 31.9993 8.5334 -0.09
H -5.4924 31.0708 5.5828 0.04
O -1.2889 30.2702 2.3726 -0.10
H -2.3567 26.8754 9.0808 0.07
H -1.2020 22.1113 5.1456 0.11
O 0.0532 26.1562 7.2174 -0.13
H 1.9191 25.2812 7.0985 0.10
C -4.7675 20.9204 4.3527 -0.08
H -1.5426 23.4019 0.7900 0.08
H -1.9679 24.1548 2.3080 0.07
H -3.2526 30.0645 -0.3703 0.11
H -8.0160 25.1509 -0.4321 0.12
H -5.8049 21.1185 4.0813 0.07
C -3.9932 25.9811 4.3426 -0.29
H 1.7291 26.5541 8.3131 0.11
H -3.6288 19.9064 5.8527 0.11
H -0.3762 23.1717 3.9697 0.10
C -1.8603 31.3799 3.0487 -0.32
H -5.0848 25.9519 4.2625 0.09
H -2.5968 23.7927 8.6608 0.08
C 0.8490 22.5939 5.6358 -0.07
H -4.1052 30.3009 7.2792 0.09
C -5.7375 29.5242 3.0464 -0.31
```